# 1
Entry from the Open Molecules 2025 dataset: an isolated molecule of C4H6N2O (ωB97M-V/def2-TZVPD).

As for the SMILES: C[C@@H]1C=NNC1=O. For the total energy, the calculation gives -340.702220 Ha. Its total charge is 0. The molecular weight is 98.10 g/mol.

Positions of all 13 atoms, in Å:
C: 0.2035 -1.3254 0.1275
C: -1.3268 0.6188 0.2317
C: 0.3309 0.0544 0.5890
C: 1.4211 0.7401 -0.3176
N: -1.0335 -1.6340 -0.1520
N: -1.7843 -0.5251 -0.2345
O: -1.7161 1.7345 0.1916
H: 0.9063 -2.0135 0.3050
H: 0.5454 0.0983 1.6752
H: 1.1017 0.6357 -1.3351
H: 2.3880 0.3861 -0.3047
H: 1.6622 1.7729 -0.0993
H: -2.6986 -0.5428 -0.6765

=====

# 2
Entry from the Open Molecules 2025 dataset: a 2-piece molecular cluster, C3H13N3O overall (ωB97M-V/def2-TZVPD).

As for the SMILES: NCCNCN.O. For the total energy, the calculation gives -361.582998 Ha. Its total charge is 0. The molecular weight is 107.16 g/mol.

Positions of all 20 atoms, in Å:
C: -0.4694 -0.9177 -0.3561
N: 0.2389 0.2295 0.1349
C: 0.5138 0.4567 1.5478
N: 1.7648 1.1371 1.7399
C: -1.8355 -0.5538 -0.9455
N: -2.6924 0.0397 0.0819
H: -0.6304 -1.6509 0.4173
H: 0.0763 -1.4006 -1.1738
H: 0.2373 1.0520 -0.4418
H: 0.5373 -0.5417 1.9959
H: -0.3368 0.9620 2.0152
H: 2.4123 0.6352 2.3200
H: 1.6584 2.0895 2.0575
H: -1.6258 0.1460 -1.7625
H: -2.2960 -1.4527 -1.3417
H: -2.3491 0.9672 0.2970
H: -3.6444 0.1092 -0.2469
H: 3.0458 -0.3802 -2.2500
H: 1.9472 -0.1275 -1.2100
O: 2.1193 -0.5670 -2.0606